No. 1
This record from the Open Molecules 2025 dataset describes a gas-phase ion, C5H13N2 (charge +1) in a non-equilibrium geometry. The level of theory is ωB97M-V with the def2-TZVPD basis set.

Values from the calculation:
Strongest force on any atom in eV/Å: 5.35
Energy above the lowest of the compared OMol25 structures with the same formula, charge and spin in kJ/mol: 327.3
HOMO-LUMO gap in eV: 9.03
Structure (SMILES): C=C(N)C[C@H](C)[NH3+]
Calculated total energy in eV: -8367.418
HOMO energy in eV: -12.169

ORCA input file:
```
! wB97M-V def2-TZVPD RIJCOSX def2/J DEFGRID3
* xyz 1 1
C 1.959 0.888 -0.453
C 1.527 -0.343 -0.012
N 2.324 -1.173 0.739
C 0.061 -0.797 -0.448
C -1.054 -0.097 0.283
C -2.435 -0.379 -0.173
N -0.774 1.351 0.409
H 1.581 1.228 -1.350
H 2.644 1.507 0.046
H 2.413 -2.203 0.417
H 3.251 -0.913 1.179
H -0.012 -1.888 -0.335
H -0.135 -0.567 -1.489
H -0.862 -0.422 1.353
H -2.398 -0.432 -1.187
H -3.217 0.458 0.103
H -2.671 -1.469 -0.015
H -0.935 1.940 1.216
H 0.169 1.424 -0.088
H -1.436 1.887 -0.196
*
```

No. 2
This record from the Open Molecules 2025 dataset describes 2 unconnected molecules or ions with the total composition C5H13N2 in a non-equilibrium geometry. The level of theory is ωB97M-V with the def2-TZVPD basis set.

Values from the calculation:
Strongest force on any atom in eV/Å: 5.64
Energy above the lowest of the compared OMol25 structures with the same formula, charge and spin in kJ/mol: 648.8
HOMO-LUMO gap (spin up / spin down) in eV: 9.11 / 9.11
Calculated total energy in eV: -8364.086
HOMO energy (spin up / spin down) in eV: -13.249 / -13.254

ORCA input file:
```
! wB97M-V def2-TZVPD RIJCOSX def2/J DEFGRID3
* xyz 1 1
C -0.570 -1.026 -0.820
C 0.036 -0.892 0.440
C 2.780 -0.167 -0.242
C -2.409 -0.072 0.704
C -0.756 1.379 -0.389
N 1.733 0.451 0.585
N -1.068 0.005 0.029
H 0.080 -0.671 -1.674
H -1.045 -1.989 -1.183
H 0.092 -1.565 1.325
H 3.517 0.708 -0.295
H 3.174 -1.048 0.250
H 2.544 -0.350 -1.211
H -3.147 -0.302 -0.030
H -2.426 -0.818 1.402
H -2.679 0.857 1.117
H -1.338 1.647 -1.177
H -0.938 1.973 0.454
H 0.301 1.398 -0.779
H 2.120 0.480 1.494
*
```